Entry 1:
The following is a DFT calculation (ωB97M-V with the def2-TZVPD basis set) of one molecule with the formula C15H21N3O7S.

The calculation puts the total energy at -45525.31759 eV. Its HOMO-LUMO gap is 9.3 eV. As for the LUMO energy: 0.12 eV. As for the HOMO energy: -0.3360 Eh. The total charge is 0. Its multiplicity is 1. The energy above the lowest of the compared OMol25 structures with the same formula, charge and spin is 130.6 kcal/mol.

CARTESIAN COORDINATES (ANGSTROEM)
S1 -0.922868 -2.813530 0.748636
O1 2.487443 -5.260970 -2.469332
O2 1.701613 4.890777 3.214747
O3 -2.457601 -1.208515 -4.190984
O4 0.067734 -3.703574 1.260055
O5 -0.316310 2.819721 2.501182
O6 -2.295789 -3.341770 0.886100
O7 2.798492 -2.774718 -2.783323
N1 -0.301560 -2.622191 -0.974955
N2 -1.214763 -0.614580 -3.726120
N3 1.569194 -4.357303 -1.794293
C1 1.721006 6.358281 2.840969
C2 1.814682 -2.995454 -1.966952
C3 0.550623 4.493781 4.021961
C4 -1.467172 1.242842 1.322289
C5 0.623470 -0.726825 -2.077489
C6 -0.630168 -1.189671 -2.740607
C7 -1.616454 -0.088510 0.918745
C8 0.943029 -1.980178 -1.219635
C9 0.143131 3.051740 3.892341
C10 0.648261 0.693491 2.325145
C11 -0.347038 1.551020 2.011787
C12 -0.574509 -1.047932 1.179521
C13 0.452388 -0.680000 2.088626
C14 -2.380183 -1.804881 -5.490559
C15 -1.370762 -2.203858 -1.951083
H1 0.839829 -4.663660 -1.122264
H2 -0.618232 2.986888 4.720670
H3 -2.496026 -0.355704 0.345067
H4 1.586822 1.039957 2.716499
H5 -2.275683 -1.838679 -1.481657
H6 0.927623 2.374578 4.059143
H7 0.811172 4.740215 5.118067
H8 1.179881 6.950243 3.591697
H9 -3.173456 -1.390332 -6.135954
H10 0.333282 0.085706 -1.496268
H11 2.778318 6.562319 2.958707
H12 -1.486051 -3.080898 -2.677995
H13 -0.336774 5.122392 3.884063
H14 1.260455 -0.422901 -2.882749
H15 1.167668 -1.472655 2.392576
H16 -2.305942 -2.931562 -5.358675
H17 3.029350 -4.652358 -3.094493
H18 -2.184039 2.037392 1.177752
H19 1.416365 -1.781684 -0.292007
H20 1.380369 6.655389 1.824778
H21 -1.460817 -1.651837 -6.073729

Forces on atoms 1 to 6 (eV/Å):
0.39 -0.19 -2.02
-0.91 1.48 0.44
-1.83 1.34 -0.39
0.75 0.11 1.07
0.93 0.35 0.85
-0.05 1.21 1.33


Entry 2:
The following is a DFT calculation (ωB97M-V with the def2-TZVPD basis set) of an isolated ion of composition C6H9O5S and charge -1.

The calculation puts the total energy at -27441.02797 eV. Its HOMO-LUMO gap is 6.2 eV. As for the LUMO energy: 3.39 eV. As for the HOMO energy: -0.1021 Eh. The total charge is -1. Its multiplicity is 1. The energy above the lowest of the compared OMol25 structures with the same formula, charge and spin is 0.0 kcal/mol.

CARTESIAN COORDINATES (ANGSTROEM)
S1 -1.723700 1.050958 -2.993264
O1 -1.686904 -0.251080 1.208232
O2 0.289910 -0.873117 -2.184662
O3 0.761550 0.299144 1.954677
O4 1.126549 0.213870 -0.316550
O5 1.002792 -2.435662 2.197269
C1 0.184485 0.111395 -1.423912
C2 -0.817364 -0.838671 0.585825
C3 -0.658362 1.186106 -1.578295
C4 1.471248 -1.768044 1.047221
C5 0.661022 -0.487743 0.793893
C6 -0.772995 2.364621 -0.679493
H1 0.799648 -1.742341 2.839942
H2 -0.964637 3.268265 -1.261465
H3 1.365410 -2.440452 0.194208
H4 -1.026132 -1.691493 -0.066568
H5 -0.044039 0.846763 1.961819
H6 0.159914 2.487023 -0.129781
H7 2.526543 -1.487401 1.162704
H8 -1.061948 -0.053195 -3.350787
H9 -1.592987 2.241054 0.038987

Forces on atoms 1 to 6 (eV/Å):
-0.25 0.44 0.22
0.54 -0.53 -0.29
0.37 -0.65 0.23
0.00 0.08 0.00
-0.20 -0.28 -0.09
-0.24 -0.14 0.35


Entry 3:
The following is a DFT calculation (ωB97M-V with the def2-TZVPD basis set) of a 2-piece molecular cluster, C5H14N2O overall.

The calculation puts the total energy at -10437.88325 eV. Its HOMO-LUMO gap is 8.4 eV. As for the LUMO energy: 0.75 eV. As for the HOMO energy: -0.2792 Eh. The total charge is 0. Its multiplicity is 1. The energy above the lowest of the compared OMol25 structures with the same formula, charge and spin is 72.5 kcal/mol.

CARTESIAN COORDINATES (ANGSTROEM)
O1 -1.070303 1.126754 -2.183568
N1 -1.494347 1.566725 -1.011654
N2 0.646572 2.164782 -0.456999
C1 -0.969806 1.742562 1.364820
C2 1.761949 -1.182368 0.229583
C3 -0.513865 -2.271238 0.087718
C4 0.639154 -1.648785 -0.691347
C5 -0.596406 1.760791 -0.077293
H1 2.567419 -0.717350 -0.338695
H2 2.179302 -2.023308 0.783173
H3 -0.810135 0.746237 1.781683
H4 -0.374827 2.454155 1.933456
H5 0.790631 2.032450 -1.454200
H6 0.264318 -0.811289 -1.283385
H7 -2.020387 1.992281 1.496349
H8 -0.173793 -3.127986 0.667204
H9 1.037453 -2.384658 -1.392608
H10 -1.300161 -2.601891 -0.589280
H11 1.389686 -0.460782 0.956895
H12 -0.947571 -1.547392 0.776699
H13 -2.431676 1.269645 -0.728473
H14 1.426789 1.920667 0.129922

Forces on atoms 1 to 6 (eV/Å):
-0.41 0.88 -0.83
1.24 -1.91 0.61
-0.20 -0.62 -0.34
0.03 0.06 0.03
-0.09 -0.11 -0.21
0.11 0.05 -0.24


Entry 4:
The following is a DFT calculation (ωB97M-V with the def2-TZVPD basis set) of one molecule with the formula C6H8O6.

The calculation puts the total energy at -18635.48469 eV. Its HOMO-LUMO gap is 9.0 eV. As for the LUMO energy: 0.24 eV. As for the HOMO energy: -0.3227 Eh. The total charge is 0. Its multiplicity is 1. The energy above the lowest of the compared OMol25 structures with the same formula, charge and spin is 29.0 kcal/mol.

CARTESIAN COORDINATES (ANGSTROEM)
O1 2.206673 1.235329 -0.282784
O2 1.225828 -2.163633 -0.226818
O3 -3.295541 -1.523286 -0.270954
O4 -0.339041 2.217359 0.091605
O5 -1.123735 -1.378077 0.436557
O6 -3.210675 1.461347 -0.239829
C1 -2.322721 -0.880183 0.043289
C2 2.352365 -0.107309 -0.005256
C3 1.043839 -0.772528 -0.444362
C4 -2.195929 0.605926 -0.092522
C5 -0.102855 -0.297811 0.508527
C6 -0.899902 0.939120 0.102026
H1 2.416208 -0.307891 1.048133
H2 0.672533 2.010734 0.004044
H3 0.367776 -2.576413 -0.182632
H4 2.822880 1.734988 0.282307
H5 -4.043612 0.910423 -0.378445
H6 0.781733 -0.340071 -1.405178
H7 0.315037 -0.325432 1.507850
H8 3.329143 -0.442600 -0.495563

Forces on atoms 1 to 6 (eV/Å):
0.20 2.47 0.50
0.68 0.89 -0.88
0.71 0.06 0.71
1.34 -2.57 -0.17
0.39 0.41 0.09
-2.01 -1.11 -0.69


Entry 5:
The following is a DFT calculation (ωB97M-V with the def2-TZVPD basis set) of a 2-piece molecular cluster, C5H12O overall.

The calculation puts the total energy at -7426.07091 eV. Its HOMO-LUMO gap is 10.4 eV. As for the LUMO energy: 0.87 eV. As for the HOMO energy: -0.3495 Eh. The total charge is 0. Its multiplicity is 1. The energy above the lowest of the compared OMol25 structures with the same formula, charge and spin is 28.6 kcal/mol.

CARTESIAN COORDINATES (ANGSTROEM)
O1 -1.171053 1.087786 -0.322859
C1 -0.320135 1.205789 1.953821
C2 -0.372411 -2.080518 -1.520561
C3 1.531825 0.842634 -0.816830
C4 0.957209 0.138188 0.149977
C5 -0.433092 0.393017 0.666911
H1 -2.026035 1.319853 0.060433
H2 -0.133155 -2.763785 -2.335427
H3 0.193010 2.144365 1.724444
H4 2.539074 0.618907 -1.157018
H5 0.266142 0.661509 2.701725
H6 0.982735 1.628504 -1.327988
H7 -0.233162 -2.585595 -0.559034
H8 -1.398359 -1.716584 -1.606359
H9 0.291617 -1.222446 -1.570271
H10 1.483086 -0.687239 0.630444
H11 -1.302751 1.428937 2.384554
H12 -0.916460 -0.575443 0.882354

Forces on atoms 1 to 6 (eV/Å):
-0.24 0.12 0.06
-0.03 0.07 0.11
-0.02 -0.04 -0.05
-0.03 -0.05 0.12
0.17 0.16 -0.11
0.25 -0.15 0.19


Entry 6:
The following is a DFT calculation (ωB97M-V with the def2-TZVPD basis set) of C24H15GaN4O5 as an isolated structure.

The calculation puts the total energy at -93704.60705 eV. Its HOMO-LUMO gap is 7.0 eV. As for the LUMO energy: -1.14 eV. As for the HOMO energy: -0.2978 Eh. The total charge is 0. Its multiplicity is 1. The energy above the lowest of the compared OMol25 structures with the same formula, charge and spin is 12.3 kcal/mol.

CARTESIAN COORDINATES (ANGSTROEM)
Ga1 1.264279 -0.601438 -1.034560
O1 0.590925 -1.604470 -2.535052
O2 2.685801 -2.275314 2.966682
O3 2.284690 -0.706360 1.424707
O4 -0.536674 -3.461583 -3.105600
O5 3.192973 -1.366980 -1.164243
N1 2.344088 1.141743 -1.736327
N2 4.363157 -0.891585 -1.116143
N3 7.035694 1.276226 -1.099154
N4 1.001110 -2.489544 -0.124413
C1 -2.122357 4.217575 1.563661
C2 0.311903 -3.300881 -0.907161
C3 -2.350230 4.129345 2.930052
C4 -1.427276 3.220488 0.900236
C5 1.048875 -4.115513 1.595869
C6 -1.347565 0.781605 -1.194274
C7 -1.120288 1.059662 -2.544757
C8 -1.870268 3.035488 3.633860
C9 -1.163424 2.043566 2.972245
C10 -2.174719 1.314083 -3.406375
C11 0.289483 -4.964992 0.794175
C12 4.637785 0.375853 -1.299919
C13 -0.212281 0.543519 -0.271699
C14 -0.104817 1.073033 0.954980
C15 -3.723317 0.951866 -1.612366
C16 -0.941449 2.111197 1.596057
C17 5.972282 0.853517 -1.197303
C18 -3.479994 1.269441 -2.940685
C19 2.158234 -1.837060 1.832692
C20 0.069981 -2.768598 -2.322196
C21 -2.669672 0.708134 -0.747262
C22 3.490583 1.157837 -1.587770
C23 1.373376 -2.869184 1.097101
C24 -0.087974 -4.557447 -0.471560
H1 0.006085 -5.942637 1.159855
H2 -4.303829 1.468716 -3.613921
H3 3.202499 -1.574102 3.385334
H4 1.381788 -4.407351 2.580849
H5 -1.977374 1.539519 -4.446556
H6 -0.673664 -5.173884 -1.138580
H7 -2.478994 5.077801 1.010924
H8 -4.740447 0.887890 -1.246051
H9 -1.242129 3.303398 -0.161843
H10 0.721412 0.753616 1.581089
H11 -2.868180 0.460156 0.287335
H12 -0.105368 1.087048 -2.916565
H13 -2.893306 4.911313 3.445100
H14 -2.031184 2.960813 4.702013
H15 -0.780222 1.194472 3.527520

Forces on atoms 1 to 6 (eV/Å):
-0.46 -0.35 0.35
0.21 0.40 0.08
-0.04 -0.42 0.16
0.18 -0.23 -0.06
0.07 0.09 0.06
-0.46 0.21 -0.04